No. 1
2 unconnected molecules or ions with the total composition C17H22N2O3S. Source: the OMol25 dataset; level of theory: ωB97M-V/def2-TZVPD.

For the HOMO energy, the calculation gives -0.2662 Ha. Its net charge is 0. Its max |F| is 0.0349 hartree/bohr. As for the energy relative to the best compared isomer or geometry (same formula, charge and spin): 99.84 kcal per mole. For the frontier orbital gap, the calculation gives 0.23661 Ha. The calculation puts the LUMO energy at -0.8 eV. The calculated total energy is -1394.301988 Ha.

Positions of all 45 atoms, in Å:
C: -5.8910 0.5277 -1.1203
O: -4.9242 0.8015 -0.0819
C: -3.6003 0.7048 -0.3778
C: -2.6812 0.9883 0.6668
C: -1.3264 0.9514 0.4217
C: -0.8362 0.6335 -0.8743
C: 0.5813 0.6584 -1.1398
N: 1.1386 1.3364 -2.1158
C: 2.5889 1.2897 -2.3145
C: 0.3718 2.1676 -3.0527
C: -1.7594 0.3005 -1.8896
C: -3.1206 0.3350 -1.6608
H: -6.8511 0.6799 -0.6264
H: -5.7854 1.2251 -1.9613
H: -5.8093 -0.5071 -1.4762
H: -3.0841 1.2398 1.6492
H: -0.6102 1.1923 1.2128
H: 1.2592 0.1962 -0.4197
H: 2.8204 1.8234 -3.2369
H: 3.1126 1.7715 -1.4777
H: 2.9185 0.2470 -2.3860
H: 1.1008 2.7467 -3.6267
H: -0.2005 1.5448 -3.7491
H: -0.3065 2.8523 -2.5288
H: -1.3825 -0.0123 -2.8658
H: -3.8205 0.0831 -2.4614
C: 3.0128 0.5630 4.2342
C: 2.4844 -0.4117 3.2208
C: 3.3671 -1.0589 2.3517
C: 2.9040 -1.9662 1.4005
C: 1.5279 -2.1775 1.2869
S: 0.8924 -3.1900 -0.0573
N: 0.6993 -2.0295 -1.0879
O: 1.9772 -4.1128 -0.3359
O: -0.3299 -3.7605 0.4813
C: 0.6328 -1.5984 2.1901
C: 1.1171 -0.6961 3.1351
H: 2.1992 0.9729 4.8382
H: 3.7289 0.0815 4.9109
H: 3.5417 1.3917 3.7482
H: 4.4336 -0.8467 2.4299
H: 3.5932 -2.4815 0.7374
H: 0.3139 -2.4309 -1.9483
H: -0.4288 -1.8245 2.1341
H: 0.4307 -0.2017 3.8231


No. 2
C17H22N4O2S in the gas phase. Source: the OMol25 dataset; level of theory: ωB97M-V/def2-TZVPD.

For the HOMO energy, the calculation gives -0.2796 Ha. The structure (SMILES) is CNS(=O)(=O)c1cnccc1N1CCN(c2cccc(C)c2)CC1. Its net charge is 0. Its max |F| is 0.0197 hartree/bohr. As for the energy relative to the best compared isomer or geometry (same formula, charge and spin): 59.33 kcal per mole. For the frontier orbital gap, the calculation gives 0.29856 Ha. The calculation puts the LUMO energy at 0.5 eV. The calculated total energy is -1428.657639 Ha.

Positions of all 46 atoms, in Å:
C: 2.3218 -1.4426 -4.3346
N: 2.3710 -0.6156 -3.1449
S: 2.1411 -1.5209 -1.7178
O: 2.9308 -2.7163 -1.8028
O: 2.4232 -0.6281 -0.6312
C: 0.4154 -1.9796 -1.7854
C: 0.2506 -3.3209 -2.1020
N: -0.8985 -3.9625 -2.1317
C: -1.9697 -3.2563 -1.7868
C: -1.9352 -1.9256 -1.4501
C: -0.7175 -1.1985 -1.4645
N: -0.7344 0.1232 -1.1808
C: 0.2440 1.0938 -1.6095
C: 0.8121 1.8534 -0.3979
N: -0.2243 2.0912 0.5898
C: -0.0191 1.7268 1.9116
C: 1.2561 1.8636 2.4710
C: 1.4773 1.5569 3.7974
C: 0.4427 1.1252 4.6087
C: -0.8341 0.9969 4.0818
C: -1.0519 1.2920 2.7443
H: -2.0541 1.1664 2.3621
C: -1.9673 0.5086 4.9357
H: -1.8001 0.7616 5.9800
H: -2.9134 0.9408 4.6162
H: -2.0497 -0.5765 4.8616
H: 0.6246 0.8924 5.6474
H: 2.4706 1.6674 4.2075
H: 2.0736 2.2256 1.8688
C: -1.5341 2.1061 0.0023
H: -1.5332 2.8584 -0.7940
C: -1.9091 0.7278 -0.5739
H: -2.2508 0.0802 0.2381
H: -2.7226 0.8454 -1.3047
H: -2.2761 2.4161 0.7380
H: 1.2383 2.8059 -0.7412
H: 1.6027 1.2424 0.0377
H: 1.0515 0.6064 -2.1478
H: -0.2529 1.7893 -2.3006
H: -2.8606 -1.4327 -1.2083
H: -2.9069 -3.7966 -1.7960
H: 1.1317 -3.9022 -2.3310
H: 3.2592 -0.1380 -3.0563
H: 3.0313 -2.2734 -4.2828
H: 2.5322 -0.8294 -5.2084
H: 1.3139 -1.8481 -4.4151


No. 3
A gas-phase ion, C17H22NO (charge +1). Source: the OMol25 dataset; level of theory: ωB97M-V/def2-TZVPD.

For the HOMO energy, the calculation gives -0.4475 Ha. The structure (SMILES) is C=C(C)C[C@H]([NH2+]CCc1ccccc1)c1ccco1. Its net charge is +1. Its max |F| is 0.0168 hartree/bohr. As for the energy relative to the best compared isomer or geometry (same formula, charge and spin): 20.46 kcal per mole. For the frontier orbital gap, the calculation gives 0.35828 Ha. The calculation puts the LUMO energy at -2.4 eV. The calculated total energy is -790.723943 Ha.

Positions of all 41 atoms, in Å:
C: -3.8309 -1.3725 -1.3254
C: -3.5949 -0.8717 -0.1233
C: -4.0019 -1.5646 1.1407
H: -4.7740 -0.9827 1.6430
H: -3.1705 -1.6692 1.8394
H: -4.4071 -2.5500 0.9315
C: -2.9172 0.4728 0.0482
H: -3.4334 1.2157 -0.5605
H: -2.9784 0.7997 1.0879
C: -1.4534 0.4531 -0.3929
C: -0.7774 1.7760 -0.1912
C: -1.2252 3.0550 -0.0609
C: -0.0685 3.8661 0.0709
C: 0.9946 3.0244 0.0139
O: 0.5838 1.7512 -0.1460
H: 2.0511 3.1887 0.0735
H: -0.0459 4.9284 0.1916
H: -2.2400 3.3932 -0.0609
H: -1.3887 0.1595 -1.4476
N: -0.6714 -0.5659 0.3845
H: 0.3104 -0.2125 0.4744
C: -0.5364 -1.9267 -0.1884
C: 0.6786 -2.6037 0.4540
C: 1.8935 -1.7334 0.2483
C: 2.6105 -1.7956 -0.9406
C: 3.6771 -0.9428 -1.1606
C: 4.0343 -0.0108 -0.1991
C: 3.3302 0.0577 0.9898
C: 2.2602 -0.7952 1.2112
H: 1.7486 -0.7655 2.1653
H: 3.6138 0.7682 1.7509
H: 4.8692 0.6498 -0.3718
H: 4.2337 -1.0080 -2.0822
H: 2.3398 -2.5253 -1.6894
H: 0.5005 -2.7679 1.5183
H: 0.8233 -3.5762 -0.0148
H: -0.3693 -1.8257 -1.2622
H: -1.4537 -2.4926 -0.0279
H: -1.0644 -0.6269 1.3301
H: -4.3177 -2.3220 -1.4576
H: -3.5720 -0.8441 -2.2270